Record 1
{"formula": "C6H8InOP", "method": "the ωB97M-V functional and the def2-TZVPD basis", "elements": ["C", "C", "C", "C", "C", "In", "P", "H", "H", "H", "H", "H", "H", "H", "H", "O", "C"], "positions_angstrom": [[-1.0185, 0.6529, -1.2587], [0.0141, 0.0017, -2.0057], [0.0244, -1.3625, -1.5732], [-1.1012, -1.5852, -0.6765], [-1.7441, -0.3431, -0.4828], [0.4234, -0.1389, 0.2526], [0.6518, 1.5604, 1.6506], [-1.2938, 1.7067, -1.3404], [0.6873, 0.4628, -2.7283], [0.6971, -2.1405, -1.9408], [-2.6207, -0.1543, 0.1384], [-1.3856, -2.5408, -0.2340], [-0.3835, 1.9138, 2.5752], [0.8522, 2.8959, 1.1736], [1.7205, 1.5675, 2.5959], [2.6164, -1.4799, 2.2756], [1.8601, -1.0166, 1.5785]], "multiplicity": 1, "gap_ev": 4.87, "total_charge": 0, "lumo_energy_ev": 0.18}


Record 2
{"formula": "C6H8KMgO6", "method": "the ωB97M-V functional and the def2-TZVPD basis", "elements": ["Mg", "O", "O", "C", "C", "O", "C", "H", "H", "H", "H", "K", "O", "O", "C", "C", "O", "C", "H", "H", "H", "H"], "positions_angstrom": [[0.1014, 2.4797, -0.1379], [-1.7527, 1.9366, 0.2548], [-1.9255, -0.1951, -0.2200], [2.2743, 0.6884, -1.1959], [1.3827, 1.8033, -1.6824], [-2.1134, 0.4887, 1.9222], [-1.9636, 0.7895, 0.7327], [2.7561, 0.0922, -1.9815], [3.0466, 1.0412, -0.5004], [0.8483, 1.4854, -2.5922], [2.0587, 2.6200, -1.9866], [-0.5825, 0.2704, 3.6474], [0.8867, 0.9646, 1.2157], [1.5404, -0.3831, -0.4660], [-1.9223, -1.5487, 0.1614], [-0.5174, -2.0915, 0.2984], [0.2676, -1.1328, 1.1801], [0.9367, -0.1345, 0.6328], [-2.5240, -2.1225, -0.5508], [-0.5066, -3.0943, 0.7366], [0.0013, -2.1353, -0.6641], [-2.2930, -1.8223, 1.1959]], "multiplicity": 1, "gap_ev": 8.78, "total_charge": 1, "lumo_energy_ev": -3.57}


Record 3
{"formula": "C6H8N", "method": "the ωB97M-V functional and the def2-TZVPD basis", "elements": ["C", "C", "C", "C", "C", "C", "N", "H", "H", "H", "H", "H", "H", "H", "H"], "positions_angstrom": [[2.2794, -0.4890, 0.0061], [1.8151, 0.6761, 0.4594], [-1.5241, -0.0477, -0.0153], [-0.4904, -1.2153, 0.1636], [-0.6617, 1.1804, 0.1716], [0.8824, -0.6746, -0.3534], [0.6448, 0.8951, -0.4575], [3.0812, -1.1068, 0.3665], [-1.7309, -0.1296, -1.1073], [-2.4787, -0.1680, 0.5992], [-0.4760, -1.5830, 1.1334], [-0.8182, -1.9632, -0.5630], [-1.1055, 1.9513, -0.2825], [-0.4324, 1.3419, 1.1693], [1.0150, 1.3325, -1.2901]], "multiplicity": 1, "gap_ev": 9.23, "total_charge": 1, "lumo_energy_ev": -5.14, "smiles": "C1=C2[N@@H+]3CCC[C@]123"}


Record 4
{"formula": "C6H8N", "method": "the ωB97M-V functional and the def2-TZVPD basis", "elements": ["C", "C", "C", "C", "C", "C", "N", "H", "H", "H", "H", "H", "H", "H", "H"], "positions_angstrom": [[-0.6330, -1.6790, -0.5329], [-0.4414, -0.9399, -1.6515], [1.1064, 0.1231, 1.6042], [-0.2827, 1.2691, -0.1815], [-0.2106, 0.5261, 1.0597], [0.1456, -0.7460, 0.2546], [0.3821, 0.0367, -1.0257], [-1.4676, -2.3371, -0.3444], [-0.7645, -1.0488, -2.6987], [1.9388, 0.8049, 1.4029], [1.0952, -0.5211, 2.4398], [-1.3713, 1.5811, -0.3336], [0.3715, 2.1176, -0.3841], [-1.0727, 0.2813, 1.7023], [1.2043, 0.5322, -1.3112]], "multiplicity": 1, "gap_ev": 9.90, "total_charge": 1, "lumo_energy_ev": -3.83}


Record 5
{"formula": "C6H8N", "method": "the ωB97M-V functional and the def2-TZVPD basis", "elements": ["C", "C", "C", "C", "C", "C", "N", "H", "H", "H", "H", "H", "H", "H", "H"], "positions_angstrom": [[-2.4574, -0.0310, 1.3093], [3.3080, 0.4403, -1.4583], [0.0361, 0.4498, 0.4643], [-2.3646, -0.3526, 0.0780], [-1.0877, -0.5517, 0.7119], [2.2014, 0.4009, -0.9766], [0.9505, -0.1527, -0.6083], [-3.0872, 0.2140, 2.1206], [4.3664, 0.6690, -1.5447], [-0.3979, 1.4211, 0.1399], [0.5405, 0.7422, 1.4247], [-2.7295, -0.4424, -0.8965], [-0.6742, -1.5601, 1.0613], [1.0842, -1.1885, -0.3373], [0.3113, -0.0584, -1.4884]], "multiplicity": 1, "gap_ev": 10.16, "total_charge": 1, "lumo_energy_ev": -3.95, "smiles": "C#C[NH2+]CC1C=C1"}


Record 6
{"formula": "C6H8N", "method": "the ωB97M-V functional and the def2-TZVPD basis", "elements": ["C", "C", "C", "C", "C", "C", "N", "H", "H", "H", "H", "H", "H", "H", "H"], "positions_angstrom": [[-0.5284, -0.3818, 0.7049], [1.6801, -0.9608, -0.2614], [0.8447, -0.5104, 1.1106], [1.1962, 0.8795, 0.6534], [1.6040, 0.4903, -0.5598], [-2.6099, 0.2901, -0.5505], [-1.3279, -0.0382, -0.0598], [2.7156, -1.3265, -0.1269], [1.2847, -1.7763, -0.9014], [1.0333, -0.7604, 2.1885], [0.9704, 1.8747, 1.0498], [2.0310, 1.1481, -1.3645], [-2.6076, 0.9754, -1.3225], [-3.1733, 0.6472, 0.2962], [-3.1128, -0.5510, -0.8564]], "multiplicity": 1, "gap_ev": 9.51, "total_charge": 1, "lumo_energy_ev": -4.64, "smiles": "C[N+]#C[C@@H]1C=CC1"}


Record 7
{"formula": "C6H8N", "method": "the ωB97M-V functional and the def2-TZVPD basis", "elements": ["C", "C", "C", "C", "C", "C", "N", "H", "H", "H", "H", "H", "H", "H", "H"], "positions_angstrom": [[0.8909, 2.3864, 0.5935], [0.6900, 1.1781, 0.7353], [2.5819, -0.6924, 0.0745], [1.3025, -0.9503, -0.0883], [-2.2091, 0.5629, 0.0953], [-1.0168, -0.2731, -0.3029], [0.3241, 0.0118, 0.2021], [3.3698, -1.3619, -0.3766], [2.9535, 0.2204, 0.5836], [1.0473, -1.9336, -0.5188], [-2.7143, 0.6538, 1.1573], [-1.9855, 1.6056, -0.1888], [-3.0859, 0.3683, -0.5446], [-0.9563, -0.4236, -1.3535], [-1.1922, -1.3524, -0.0681]], "multiplicity": 3, "gap_ev": [10.73, 7.24], "s2": 2.087, "total_charge": 1, "lumo_energy_ev": [-3.95, -8.26]}


Record 8
{"formula": "C6H8N2", "method": "the ωB97M-V functional and the def2-TZVPD basis", "elements": ["C", "C", "C", "C", "C", "C", "H", "H", "H", "H", "H", "H", "H", "H", "N", "N"], "positions_angstrom": [[2.1454, 0.4880, -0.2991], [0.7541, 0.0573, 0.3303], [0.4627, -1.3933, 0.0336], [-1.0260, -0.8603, 0.0628], [-2.6507, 0.2598, -0.1067], [-1.6882, 1.3611, -0.0173], [2.0851, 0.7401, -1.4292], [2.5074, 1.5423, 0.0410], [2.8953, -0.4092, -0.1050], [0.9999, 0.0272, 1.5103], [0.8407, -1.9301, 0.9198], [0.5970, -1.8830, -1.0465], [-3.7002, 0.2632, -0.1947], [-1.4456, 2.3620, 0.3651], [-2.2244, -1.0544, -0.1733], [-0.5525, 0.4290, 0.1089]], "multiplicity": 1, "gap_ev": 9.44, "total_charge": 0, "lumo_energy_ev": 0.83}


Record 9
{"formula": "C6H8N2", "method": "the ωB97M-V functional and the def2-TZVPD basis", "elements": ["C", "C", "C", "C", "C", "C", "N", "N", "H", "H", "H", "H", "H", "H", "H", "H"], "positions_angstrom": [[-1.7313, -1.5270, -0.1217], [-2.6447, -0.6444, 0.1599], [-0.9660, -0.1939, -0.4614], [1.3625, -1.1749, 0.0420], [1.0043, 1.3076, 0.0979], [0.3158, -0.0126, 0.3258], [-2.9611, 0.6610, 0.1781], [-1.8469, 1.0991, -0.1961], [-0.5948, -0.3441, -1.5057], [0.7535, -2.0601, -0.0597], [2.0964, -1.1586, 0.7896], [1.8066, -0.9146, -0.8494], [1.4388, 1.5016, -0.9396], [1.7074, 1.3392, 0.9211], [0.3174, 2.0567, 0.2352], [-0.0578, 0.0649, 1.3842]], "multiplicity": 3, "gap_ev": [7.18, 6.97], "s2": 2.027, "total_charge": 0, "lumo_energy_ev": [-0.20, -3.24]}


Record 10
{"formula": "C6H8N2O", "method": "the ωB97M-V functional and the def2-TZVPD basis", "elements": ["C", "C", "C", "C", "C", "C", "H", "H", "H", "H", "H", "H", "H", "H", "N", "N", "O"], "positions_angstrom": [[-0.4033, -1.2117, 2.8757], [-0.3187, -1.1760, 1.3220], [0.0510, 0.3522, -0.4874], [0.0542, -0.5051, -1.6532], [0.1248, 0.4256, -2.6665], [0.1962, 1.6989, -2.3516], [-1.1029, -2.0294, 3.0376], [0.7748, -1.3073, 3.3766], [-0.5676, -0.1190, 3.3290], [0.8027, 0.5532, 1.1310], [0.0156, -1.5866, -1.5955], [0.1426, 0.2458, -3.7398], [0.3219, 2.4353, -2.8272], [0.0267, 2.6648, -0.4100], [0.0826, 0.0986, 0.9017], [0.1329, 1.6610, -0.9352], [-0.3336, -2.2002, 0.6928]], "multiplicity": 1, "gap_ev": 8.47, "total_charge": 0, "lumo_energy_ev": 0.66, "smiles": "CC(=O)Nc1ccc[nH]1"}


Record 11
{"formula": "C6H8N2O", "method": "the ωB97M-V functional and the def2-TZVPD basis", "elements": ["N", "C", "C", "C", "C", "N", "C", "C", "H", "H", "H", "H", "H", "H", "O", "H", "H"], "positions_angstrom": [[2.5089, -1.0676, -0.1480], [1.4800, -0.5094, -0.2825], [0.0383, -0.2692, -0.1673], [-0.9506, -1.2270, 0.5711], [-1.7540, 0.1064, 0.5559], [-0.4449, 0.8527, 0.7201], [-1.9723, 0.3036, -0.9454], [-0.7605, 0.0486, -1.4476], [-1.3418, -2.0854, 0.0134], [-0.6021, -1.5115, 1.5722], [-2.5595, 0.3329, 1.2598], [-0.1001, 0.6984, 1.6705], [-2.9023, 0.5680, -1.4432], [-0.3823, 0.0391, -2.4664], [3.3394, 1.4976, -0.1035], [2.7271, 1.7397, 0.6259], [3.6768, 0.4833, 0.0149]], "multiplicity": 1, "gap_ev": 10.59, "total_charge": 0, "lumo_energy_ev": 0.69}


Record 12
{"formula": "C6H8N2O", "method": "the ωB97M-V functional and the def2-TZVPD basis", "elements": ["C", "C", "C", "C", "C", "C", "H", "H", "H", "H", "H", "H", "H", "H", "N", "N", "O"], "positions_angstrom": [[0.5937, -2.1155, -1.0773], [-0.3946, -0.9730, -1.0961], [-0.3438, 0.1500, -0.1431], [-0.8707, 2.0176, 0.8231], [0.2430, 1.5564, 1.4054], [1.8298, -0.3390, 1.1590], [0.4242, -2.8525, -1.7695], [1.6838, -1.4597, -1.2762], [0.5580, -2.5430, 0.0227], [-1.5151, 2.9807, 1.0400], [0.9644, 1.8283, 2.3048], [2.3903, 0.2156, 2.0874], [1.5026, -1.4189, 1.5956], [2.5370, -0.5243, 0.3952], [-1.2706, 1.1031, -0.2142], [0.7065, 0.3804, 0.7654], [-1.3677, -1.0487, -1.8356]], "multiplicity": 1, "gap_ev": 9.76, "total_charge": 0, "lumo_energy_ev": 0.45, "smiles": "CC(=O)c1nccn1C"}


Record 13
{"formula": "C6H8N2O2", "method": "the ωB97M-V functional and the def2-TZVPD basis", "elements": ["C", "C", "C", "C", "N", "C", "O", "C", "N", "H", "H", "H", "H", "H", "H", "O", "H", "H"], "positions_angstrom": [[1.8732, 1.0581, -1.7611], [2.0035, 0.1472, -0.5376], [0.8546, 0.2330, 0.3996], [0.6571, 0.7879, 1.6304], [-0.6580, 0.6060, 2.0040], [-1.1521, -0.1659, 1.0898], [-0.3323, -0.3250, 0.0347], [-2.5331, -0.6224, 0.9872], [-3.5946, -0.1662, 0.5655], [1.8011, 2.1118, -1.4598], [0.9829, 0.8050, -2.3519], [2.7537, 0.9424, -2.4063], [2.9057, 0.4036, 0.0342], [2.1175, -0.9002, -0.8593], [1.3787, 1.3119, 2.2508], [-2.9370, -2.3076, 0.3925], [-2.1236, -2.5471, -0.0690], [-3.9975, -1.3724, 0.0564]], "multiplicity": 1, "gap_ev": 9.68, "total_charge": 0, "lumo_energy_ev": 0.22}


Record 14
{"formula": "C6H8N2O2", "method": "the ωB97M-V functional and the def2-TZVPD basis", "elements": ["C", "C", "C", "C", "C", "C", "H", "H", "H", "H", "H", "H", "H", "H", "N", "N", "O", "O"], "positions_angstrom": [[-1.9395, -0.8862, 0.0773], [-0.7108, -0.1443, 0.1118], [-0.4361, 1.1814, -0.2003], [0.9807, 1.3543, -0.2395], [1.4775, 0.1254, -0.0909], [2.9344, -0.3674, -0.0861], [-3.4747, 0.5234, 0.5868], [-3.7754, -0.4804, -0.6983], [-1.8934, -1.8468, -0.4658], [-2.0741, -1.3509, 1.0755], [-1.2274, 1.9423, -0.1960], [1.6356, 2.1782, -0.5329], [0.6736, -1.7729, 0.2249], [3.4116, 1.2896, 0.5172], [-3.0417, 0.0041, -0.1875], [0.5065, -0.7570, 0.2775], [3.8516, 0.5231, 0.2785], [3.1014, -1.5157, -0.4521]], "multiplicity": 1, "gap_ev": 9.12, "total_charge": 0, "lumo_energy_ev": 0.74, "smiles": "NCc1ccc(C(=O)O)[nH]1"}